No. 1
Here is a 3-piece molecular cluster, C22H46F13N3PS overall from OMol25. Energies are from ωB97M-V/def2-TZVPD.

Results
Total charge = +1
HOMO = -9.78 eV
E_tot = -3067.60660 a.u.

Last column: Mulliken charge in e.
Atoms and positions in Å:
1 H -1.44 3.35 -4.16  0.44
2 H -1.12 -2.10 -1.42  0.20
3 N 6.05 -0.49 1.67  0.28
4 H 0.68 2.29 2.90  0.48
5 C -4.94 2.13 -1.61  0.83
6 H 8.90 -1.68 3.22  0.37
7 C 7.31 -0.06 -0.53  -1.09
8 F -10.09 1.14 -2.75  -0.30
9 H -0.11 -3.49 -1.79  0.39
10 H 4.38 -3.42 2.13  0.42
11 F -8.33 -0.31 -0.65  -0.26
12 C -5.46 0.76 -1.03  0.43
13 F -5.99 0.92 0.18  -0.33
14 H -2.10 -0.71 3.65  0.30
15 F -8.03 1.66 -1.50  -0.25
16 C 2.52 1.19 2.93  -1.29
17 F -5.86 2.67 -2.45  -0.29
18 C -1.94 0.36 3.47  -1.45
19 N 0.04 0.66 -2.00  -0.04
20 H 0.94 -1.14 4.43  0.26
21 H 0.77 1.08 4.17  0.31
22 H -2.93 0.82 3.39  0.46
23 H 0.41 -2.35 -0.57  0.00
24 H -0.03 3.10 -1.75  0.12
25 C -0.09 -2.43 -1.54  -0.69
26 H -1.10 -0.62 -3.31  0.24
27 F -4.35 -0.04 -0.89  -0.29
28 H -1.46 0.78 4.35  0.29
29 C -1.14 0.62 2.20  -0.45
30 H 2.80 1.40 1.90  0.27
31 H 5.34 0.56 0.05  0.31
32 H -3.59 1.09 -2.93  0.39
33 H -1.27 1.67 1.92  0.47
34 F -6.31 -1.35 -1.66  -0.33
35 C 5.43 -1.74 1.29  -0.39
36 F -10.06 -0.36 -4.41  -0.28
37 F -8.19 -1.26 -3.60  -0.30
38 N 0.30 0.38 2.21  0.52
39 H -1.58 0.03 1.38  0.13
40 C 0.65 -1.65 -2.65  -0.70
41 P -0.80 2.06 -2.28  0.30
42 H 6.61 1.37 0.93  0.44
43 H 2.92 0.21 3.20  0.13
44 C 6.30 0.39 0.54  -0.69
45 F -4.81 2.98 -0.55  -0.33
46 S -9.14 -0.06 -3.18  1.43
47 H 1.75 -1.07 1.93  0.43
48 C -7.95 0.35 -1.74  0.62
49 C -6.44 -0.04 -1.96  0.53
50 H -2.38 1.23 -0.76  -0.07
51 H 0.41 0.02 -3.97  0.49
52 C 1.02 1.27 3.11  -0.52
53 H 6.09 -2.39 0.70  0.27
54 C -0.96 2.37 -4.04  -1.16
55 C -2.40 2.10 -1.43  0.05
56 C -3.61 2.02 -2.36  -1.36
57 H -2.41 2.99 -0.80  0.67
58 H 7.15 -1.09 -0.84  0.28
59 C -0.06 -0.38 -3.07  -0.42
60 H -0.22 0.27 -1.10  0.10
61 H 8.34 0.04 -0.18  0.23
62 H 0.75 -2.29 -3.52  0.39
63 H 5.71 -2.88 3.13  0.39
64 H 4.22 -1.94 3.08  0.25
65 H 1.66 -1.39 -2.31  0.34
66 H 6.69 -0.94 3.58  0.38
67 H 3.01 1.92 3.57  0.51
68 C 4.91 -2.54 2.48  -1.43
69 C 7.12 -0.58 2.65  -0.74
70 H 4.58 -1.50 0.64  0.38
71 H 7.21 0.57 -1.41  0.41
72 H 0.03 2.40 -4.49  0.42
73 H -1.57 1.59 -4.49  0.41
74 F -6.00 0.15 -3.23  -0.29
75 H 0.14 -1.56 1.50  0.09
76 C 0.71 -1.02 2.26  -0.40
77 H 7.46 0.44 2.87  0.40
78 H -3.61 2.84 -3.09  0.51
79 H 9.03 -0.95 1.62  0.27
80 C 0.60 -1.76 3.60  -1.38
81 F -8.29 0.94 -4.08  -0.29
82 F -9.99 -1.05 -2.29  -0.29
83 H -0.42 -2.07 3.81  0.36
84 H 8.05 -2.40 1.86  0.25
85 H 1.22 -2.65 3.57  0.44
86 C 8.34 -1.45 2.31  -0.98

No. 2
Here is one molecule with the formula C3H5NO from OMol25. Energies are from ωB97M-V/def2-TZVPD.

Results
Total charge = 0
Relative energy (zero: lowest compared OMol25 entry of this formula, charge and spin) = 38.8 kcal per mole
HOMO = -9.93 eV
SMILES = O=C[C@H]1CN1
E_tot = -247.24544 a.u.

Last column: natural (NBO) charge in e.
Atoms and positions in Å:
1 C 0.11 -0.51 -0.35  -0.23
2 O -0.79 -0.18 1.83  -0.53
3 C -0.62 -0.92 0.88  0.42
4 N 1.28 0.39 -0.36  -0.55
5 H -1.10 -1.93 0.84  0.12
6 C -0.03 0.95 -0.68  -0.22
7 H 1.57 0.63 0.58  0.36
8 H -0.42 1.67 0.04  0.22
9 H -0.24 1.23 -1.71  0.20
10 H 0.24 -1.31 -1.08  0.21

No. 3
Here is a 10-piece molecular cluster, C16H54N18O10 overall from OMol25. Energies are from ωB97M-V/def2-TZVPD.

Results
Total charge = 0
Relative energy (zero: lowest compared OMol25 entry of this formula, charge and spin) = 0.0 kcal per mole
HOMO = -8.87 eV
SMILES = COC[C@H](C)N.COC[C@H](C)N.NC(N)=O.NC(N)=O.NC(N)=O.NC(N)=O.NC(N)=O.NC(N)=O.NC(N)=O.NC(N)=O
E_tot = -2380.41067 a.u.

Last column: Mulliken charge in e.
Atoms and positions in Å:
1 H 2.58 -3.60 2.97  0.24
2 H -0.83 2.99 -5.47  0.16
3 H -5.73 2.61 -3.22  0.17
4 O -1.91 -3.46 -3.00  -0.70
5 H 2.83 5.05 2.05  0.44
6 H -2.87 -2.97 0.28  0.22
7 N 0.24 1.79 -3.44  -0.14
8 C -2.79 -2.62 -2.90  0.56
9 C -1.03 2.26 -3.49  0.60
10 H -1.62 0.91 -1.01  0.09
11 H -4.30 -2.59 1.21  0.38
12 H -1.88 -0.34 0.13  -0.10
13 H -2.55 1.46 0.74  0.27
14 H -0.54 -2.11 3.50  0.20
15 C 2.01 3.94 -0.29  -0.67
16 H -4.51 -3.81 -2.75  0.19
17 N 3.05 1.94 0.75  -0.14
18 H 1.49 4.86 0.02  0.59
19 H 1.46 -0.73 1.05  -0.79
20 O 3.45 -1.99 3.73  -0.77
21 O 3.22 -3.45 -0.30  -0.71
22 C 0.57 -3.49 2.44  0.47
23 H 3.69 -0.32 1.02  0.16
24 H 2.76 -1.65 -1.06  0.37
25 C -2.71 0.70 2.68  0.99
26 H -4.27 1.30 3.98  0.40
27 H 0.22 -4.30 -0.75  0.17
28 N -2.63 -1.26 -2.95  -0.12
29 H 3.21 -5.95 -0.89  0.27
30 N 2.33 -5.47 -0.89  -0.48
31 H 2.58 1.56 -0.06  -0.18
32 N 0.96 -3.68 -0.48  0.10
33 H -3.00 -1.25 3.58  0.37
34 H 1.33 3.36 -0.93  0.14
35 O -5.22 -0.25 -2.01  -0.83
36 N 1.83 -3.99 2.41  -0.25
37 N -4.78 1.77 -1.03  -0.24
38 H -4.68 -2.07 -2.59  0.17
39 H 3.88 5.63 -2.36  0.26
40 C 2.36 3.22 1.01  0.37
41 H 1.42 3.06 1.55  0.34
42 C 3.38 -1.05 2.95  -0.01
43 H -3.14 2.47 1.82  0.22
44 C -5.31 0.97 -2.00  0.64
45 C 2.95 5.17 -2.03  -0.80
46 H 2.83 0.95 2.68  0.28
47 H 4.59 -2.53 -1.15  0.32
48 H 1.51 -6.04 -0.81  0.18
49 H -2.83 0.93 4.86  0.40
50 H 4.03 2.05 0.51  0.26
51 H -3.02 2.50 4.01  0.45
52 H -0.13 -1.38 1.21  -0.01
53 H 6.17 -1.74 -1.35  0.22
54 H 1.15 -2.04 3.78  0.19
55 H -3.47 -0.74 -2.70  0.21
56 O 3.17 4.29 -0.98  -0.30
57 H 4.25 4.27 1.31  0.32
58 N -1.41 2.82 -4.67  -0.45
59 C -3.17 1.43 3.94  -1.70
60 N 2.89 0.17 3.31  -0.14
61 H 2.29 5.99 -1.72  0.34
62 C -3.22 -0.72 2.64  -1.24
63 H -1.62 0.69 2.78  -0.14
64 H -4.31 -0.70 2.52  0.47
65 H -6.56 1.17 -3.62  0.23
66 H 3.80 -2.05 1.23  0.17
67 H -1.77 -0.77 -3.05  0.11
68 H 2.51 0.00 -1.38  -0.18
69 O -2.64 -1.38 1.54  -0.15
70 H 0.88 1.87 -4.20  0.19
71 N -6.00 1.67 -2.96  -0.47
72 N 0.37 -2.48 3.33  -0.26
73 H 2.43 4.68 -2.87  0.23
74 H 0.75 -2.74 -0.22  -0.14
75 C -3.21 -2.63 1.25  -0.93
76 N 3.11 -0.81 -1.49  -0.12
77 O 0.94 0.84 -0.80  -0.01
78 C 3.31 4.10 1.82  -1.63
79 H -4.35 1.31 -0.23  0.20
80 C 2.23 -4.17 -0.53  0.40
81 O -0.34 -3.98 1.78  -0.61
82 H -2.94 -3.41 1.98  0.29
83 O -1.79 2.12 -2.53  -0.70
84 N -4.11 -2.90 -2.63  -0.27
85 N 3.66 -1.13 1.62  -0.10
86 H -2.37 3.11 -4.67  0.24
87 N 5.17 -1.74 -1.42  -0.35
88 O 4.90 0.56 -1.44  -0.66
89 H -4.58 2.72 -1.26  0.22
90 N -1.21 0.25 -0.35  0.64
91 H 0.57 1.61 -2.49  -0.11
92 C 0.12 0.14 -0.21  -0.44
93 C 4.46 -0.58 -1.49  0.38
94 H 2.65 0.25 4.29  0.20
95 N -3.20 1.50 1.53  -0.59
96 H 1.95 -4.79 1.82  0.22
97 H 3.55 3.64 2.78  0.40
98 N 0.49 -0.73 0.75  1.29

Orbital gap (hartree)
0.2606, 0.3945, 0.3355
Largest force on an atom (eV/Å)
0.93, 0.84, 1.99